[1]
The following is a quantum chemistry calculation of C5H10N2 as an isolated structure in a non-equilibrium geometry, from the Open Molecules 2025 dataset.

Structure (ORCA input):
```
! wB97M-V def2-TZVPD RIJCOSX def2/J DEFGRID3
* xyz 0 1
C 1.013 -0.291 -0.471
C 0.717 1.279 -0.325
C -1.002 0.109 0.601
C -1.860 -1.011 -0.115
C -0.531 -0.665 -0.706
H 2.044 -0.504 1.562
H 1.830 -1.990 0.263
H 1.415 -0.335 -1.559
H 1.372 1.431 0.581
H 1.012 1.851 -1.310
H -1.163 2.044 0.836
H -0.984 -0.152 1.777
H -2.574 -0.727 -0.933
H -1.820 -1.826 0.569
H -0.698 0.323 -1.309
N 1.880 -0.892 0.358
N -0.651 1.355 0.182
*
```

Output
**HOMO**: -7.6 eV
**LUMO energy**: 1.0 eV
**Calculated total energy**: -305.7425 a.u.
**Frontier orbital gap**: 8.59 eV

[2]
The following is a quantum chemistry calculation of C35H46Br2N9NaO5PS as an isolated structure in a non-equilibrium geometry, from the Open Molecules 2025 dataset.

Structure (ORCA input):
```
! wB97M-V def2-TZVPD RIJCOSX def2/J DEFGRID3
* xyz -1 1
Na -0.276 -1.190 1.346
S 4.309 4.221 3.990
N 4.651 2.916 3.072
C 3.511 2.274 2.875
C 3.341 1.060 2.117
C 4.411 0.435 1.503
C 4.179 -0.708 0.804
C 2.879 -1.183 0.747
N 1.816 -0.614 1.320
C 2.029 0.516 2.014
C 0.911 1.154 2.651
N -0.294 0.591 2.527
C -1.336 1.163 3.134
C -1.270 2.335 3.887
C -0.050 2.936 4.016
C 1.060 2.349 3.405
C 2.375 2.915 3.514
N 2.700 4.018 4.172
H 5.411 0.846 1.578
H 4.983 -1.235 0.305
H 2.676 -2.056 0.216
H -2.247 0.635 3.037
H -2.156 2.745 4.357
H 0.056 3.847 4.594
Br -0.297 -1.986 3.804
C 0.737 -3.530 3.275
Br 1.053 -3.389 1.349
H 0.177 -4.439 3.489
H 1.690 -3.516 3.797
O -1.407 -2.923 1.336
O -2.113 -4.025 1.330
O -0.275 -1.811 -0.677
P 0.779 -1.786 -1.774
N 0.193 -2.432 -3.192
C -0.165 -3.854 -3.191
C -0.800 -4.049 -4.558
C -1.576 -2.751 -4.784
C -0.952 -1.745 -3.808
N 1.303 -0.261 -2.135
C 0.524 0.935 -1.746
C 1.313 2.097 -2.323
C 1.859 1.522 -3.627
C 2.154 0.066 -3.282
N 2.188 -2.666 -1.446
C 3.258 -2.934 -2.414
C 3.935 -4.226 -1.932
C 3.595 -4.266 -0.445
C 2.202 -3.682 -0.427
H -0.884 -4.077 -2.392
H 0.705 -4.502 -3.067
H -1.441 -4.931 -4.599
H -0.026 -4.158 -5.323
H -2.635 -2.890 -4.557
H -1.495 -2.422 -5.822
H -1.691 -1.457 -3.052
H -0.634 -0.837 -4.328
H 0.403 1.031 -0.597
H -0.477 0.900 -2.192
H 2.138 2.370 -1.655
H 0.694 2.981 -2.487
H 2.745 2.054 -3.981
H 1.091 1.577 -4.404
H 3.207 -0.038 -2.998
H 1.973 -0.577 -4.150
H 3.982 -2.111 -2.404
H 2.893 -3.049 -3.439
H 5.011 -4.228 -2.115
H 3.499 -5.092 -2.437
H 4.289 -3.631 0.118
H 3.635 -5.271 -0.027
H 1.999 -3.185 0.596
H 1.463 -4.455 -0.651
O -0.257 0.471 0.297
C -4.208 5.299 2.739
C -4.329 4.985 1.255
N -3.787 3.676 0.916
C -2.534 3.642 0.156
C -1.325 4.068 0.965
C -4.574 2.587 1.181
O -5.716 2.686 1.622
C -4.052 1.222 0.906
C -4.766 0.372 0.087
C -4.277 -0.891 -0.143
C -3.083 -1.291 0.466
N -2.381 -0.504 1.305
C -2.903 0.739 1.511
H -4.613 6.292 2.951
H -3.165 5.279 3.063
H -4.758 4.574 3.342
H -3.814 5.750 0.669
H -5.383 5.015 0.964
H -2.655 4.311 -0.705
H -2.364 2.647 -0.257
H -1.402 5.115 1.272
H -0.416 3.960 0.370
H -1.220 3.467 1.860
H -5.697 0.699 -0.365
H -4.812 -1.578 -0.786
H -2.684 -2.277 0.301
H -2.314 1.365 2.224
*
```

Output
**HOMO (spin up / spin down)**: -2.9 / -2.4 eV
**LUMO energy (spin up / spin down)**: 1.8 / 1.8 eV
**Calculated total energy**: -8279.6383 a.u.
**Frontier orbital gap (spin up / spin down)**: 4.75 / 4.24 eV

[3]
The following is a quantum chemistry calculation of a 9-piece molecular cluster, C27H54O11 overall in a non-equilibrium geometry, from the Open Molecules 2025 dataset.

Structure (ORCA input):
```
! wB97M-V def2-TZVPD RIJCOSX def2/J DEFGRID3
* xyz 0 1
C 1.175 -1.041 2.062
O 1.179 -0.363 0.755
C 0.033 -0.074 0.188
O -1.054 -0.531 0.539
O 0.307 0.709 -0.913
C -0.695 0.999 -1.855
H 2.218 -1.226 2.319
H 0.631 -1.985 2.031
H 0.780 -0.431 2.874
H -0.442 1.814 -2.533
H -1.614 1.335 -1.375
H -0.877 0.116 -2.469
C -3.659 4.657 -2.785
C -2.624 3.515 -2.658
C -3.113 2.291 -1.889
O -1.460 3.694 -3.068
H -3.193 5.573 -3.146
H -4.110 4.852 -1.811
H -4.462 4.478 -3.500
H -4.023 1.959 -2.389
H -3.306 2.632 -0.872
H -2.323 1.541 -1.910
C 0.889 3.603 -2.066
C 1.824 4.454 -1.270
C 3.270 4.696 -1.771
O 1.476 4.951 -0.191
H 0.416 4.234 -2.819
H 0.059 3.285 -1.434
H 1.376 2.686 -2.394
H 3.405 4.191 -2.728
H 4.076 4.334 -1.132
H 3.415 5.762 -1.950
C -0.549 1.643 -4.461
C -1.950 1.050 -4.373
C -2.786 1.026 -5.652
O -2.396 0.590 -3.350
H -0.676 2.725 -4.421
H -0.132 1.279 -5.399
H 0.036 1.283 -3.615
H -2.200 0.528 -6.425
H -3.012 2.014 -6.054
H -3.713 0.472 -5.507
C -2.781 -3.329 3.992
C -2.083 -2.386 3.095
C -2.523 -2.363 1.644
O -1.140 -1.720 3.490
H -3.864 -3.260 3.897
H -2.503 -3.151 5.031
H -2.538 -4.356 3.719
H -3.479 -1.843 1.577
H -2.583 -3.356 1.198
H -1.816 -1.695 1.152
C -2.299 -1.305 -2.016
C -3.141 -2.460 -1.549
C -2.420 -3.567 -0.741
O -4.339 -2.522 -1.776
H -2.200 -0.783 -1.064
H -2.673 -0.616 -2.773
H -1.314 -1.739 -2.186
H -1.983 -3.120 0.152
H -1.686 -4.054 -1.382
H -3.245 -4.213 -0.440
C 2.765 0.836 2.590
C 2.119 2.242 2.586
C 0.674 2.461 2.140
O 2.731 3.250 2.926
H 2.820 0.426 1.582
H 2.211 0.215 3.295
H 3.786 1.008 2.930
H 0.659 3.014 1.201
H 0.253 3.050 2.955
H 0.316 1.434 2.078
C -0.021 -4.407 2.149
C 1.241 -4.292 3.049
C 1.900 -2.896 3.047
O 1.653 -5.167 3.758
H -0.793 -3.750 2.547
H -0.484 -5.383 2.007
H 0.273 -4.097 1.146
H 2.259 -2.719 2.033
H 2.726 -3.055 3.740
H 1.176 -2.156 3.387
C 6.120 -2.353 1.829
C 4.948 -2.138 2.792
C 3.983 -1.044 2.525
O 4.882 -2.729 3.867
H 5.659 -2.618 0.877
H 6.801 -3.105 2.228
H 6.600 -1.383 1.699
H 3.748 -0.938 1.466
H 4.370 -0.092 2.889
H 3.043 -1.097 3.075
*
```

Output
**SMILES**: COC(=O)OC.CC(C)=O.CC(C)=O.CC(C)=O.CC(C)=O.CC(C)=O.CC(C)=O.CC(C)=O.CC(C)=O
**HOMO**: -9.0 eV
**LUMO energy**: 0.2 eV
**Calculated total energy**: -1888.1804 a.u.
**Frontier orbital gap**: 9.21 eV

[4]
The following is a quantum chemistry calculation of a 10-piece molecular cluster, C17H54O10 overall in a non-equilibrium geometry, from the Open Molecules 2025 dataset.

Structure (ORCA input):
```
! wB97M-V def2-TZVPD RIJCOSX def2/J DEFGRID3
* xyz 0 1
C -1.627 -4.275 -1.113
C -1.738 -3.071 -2.028
O -1.995 -3.457 -3.367
H -0.682 -4.769 -1.348
H -2.486 -4.936 -1.220
H -1.456 -3.991 -0.083
H -0.759 -2.549 -2.028
H -2.514 -2.350 -1.760
H -2.227 -2.646 -3.827
C -3.170 -0.503 2.834
C -4.581 -0.178 2.471
O -5.144 0.454 3.588
H -2.533 0.331 3.127
H -2.629 -1.060 2.062
H -3.284 -1.193 3.688
H -5.130 -1.115 2.270
H -4.700 0.486 1.607
H -4.485 0.518 4.283
C 2.197 -3.446 0.790
C 3.355 -3.104 1.698
O 2.859 -2.876 3.050
H 2.528 -3.493 -0.239
H 1.544 -2.582 0.722
H 1.593 -4.320 1.041
H 3.835 -2.185 1.383
H 4.076 -3.903 1.754
H 3.514 -3.028 3.739
C -0.451 5.149 -2.681
C -1.581 4.139 -2.688
O -1.824 3.601 -1.385
H 0.313 4.695 -2.061
H -0.727 6.055 -2.140
H -0.049 5.340 -3.676
H -1.246 3.325 -3.375
H -2.462 4.651 -3.084
H -1.257 2.827 -1.276
C -0.167 -4.408 4.112
C -0.808 -3.210 3.432
O 0.027 -2.047 3.506
H 0.013 -4.182 5.156
H 0.791 -4.648 3.644
H -0.823 -5.282 4.051
H -1.748 -3.025 3.957
H -1.033 -3.502 2.414
H 0.951 -2.321 3.470
C 3.552 2.377 -1.449
C 3.191 3.212 -2.667
O 2.167 2.460 -3.298
H 4.365 2.841 -0.894
H 3.931 1.412 -1.840
H 2.659 2.262 -0.829
H 4.045 3.262 -3.355
H 2.827 4.236 -2.488
H 1.839 2.987 -4.024
C -0.786 -0.347 0.161
C 0.305 0.000 -0.798
O 0.280 1.367 -1.291
H -0.731 -1.408 0.358
H -1.760 -0.072 -0.244
H -0.769 0.078 1.160
H 0.220 -0.643 -1.666
H 1.303 -0.164 -0.394
H 0.943 1.573 -1.969
C -1.399 0.157 -4.708
O -2.265 -0.948 -4.873
H -0.732 0.336 -5.563
H -1.890 1.091 -4.454
H -0.782 -0.079 -3.850
H -2.871 -0.830 -5.590
C 2.538 0.447 2.155
O 1.595 1.462 2.279
H 3.166 0.491 3.046
H 2.081 -0.532 2.243
H 3.132 0.611 1.264
H 0.778 1.168 1.838
C 1.121 4.743 0.906
O 0.868 4.383 2.263
H 0.627 5.704 0.816
H 2.218 4.848 0.747
H 0.683 4.081 0.145
H 1.266 3.518 2.399
*
```

Output
**SMILES**: CCO.CCO.CCO.CCO.CCO.CCO.CCO.CO.CO.CO
**HOMO**: -9.6 eV
**LUMO energy**: 0.4 eV
**Calculated total energy**: -1432.3576 a.u.
**Frontier orbital gap**: 10.00 eV

[5]
The following is a quantum chemistry calculation of one molecule with the formula C3H3NO in a non-equilibrium geometry, from the Open Molecules 2025 dataset.

Structure (ORCA input):
```
! wB97M-V def2-TZVPD RIJCOSX def2/J DEFGRID3
* xyz 0 1
O 0.968 1.697 -0.832
C 0.085 1.335 -0.100
C -0.442 -0.083 0.094
C 0.372 -1.367 -0.026
N -0.471 -1.269 -0.914
H -0.556 1.894 0.702
H -1.173 -0.319 0.761
H 1.218 -1.890 0.315
*
```

Output
**SMILES**: O=C[C@@H]1C=N1
**HOMO**: -10.2 eV
**LUMO energy**: 0.6 eV
**Calculated total energy**: -245.9940 a.u.
**Frontier orbital gap**: 10.76 eV

[6]
The following is a quantum chemistry calculation of CH5NS2 as an isolated structure in a non-equilibrium geometry, from the Open Molecules 2025 dataset.

Structure (ORCA input):
```
! wB97M-V def2-TZVPD RIJCOSX def2/J DEFGRID3
* xyz 0 1
C -1.779 0.586 0.697
N 2.797 0.448 -0.463
S -0.599 1.113 -0.585
S 1.709 0.431 0.712
H -1.693 -0.534 0.707
H -2.606 1.212 0.181
H -1.546 0.930 1.663
H 2.816 1.319 -1.108
H 3.224 -0.374 -0.801
*
```

Output
**HOMO (spin up / spin down)**: -8.2 / -8.2 eV
**LUMO energy (spin up / spin down)**: -0.9 / -1.0 eV
**Calculated total energy**: -892.1367 a.u.
**Frontier orbital gap (spin up / spin down)**: 7.31 / 7.22 eV

[7]
The following is a quantum chemistry calculation of one molecule with the formula C4H6O2, from the Open Molecules 2025 dataset.

Structure (ORCA input):
```
! wB97M-V def2-TZVPD RIJCOSX def2/J DEFGRID3
* xyz 0 1
C 1.636 0.590 0.085
C -0.019 -1.322 0.258
O -0.971 -0.715 0.962
C -1.609 0.155 0.031
O -0.624 1.063 -0.385
C 0.561 0.419 -0.713
H 2.617 0.254 -0.234
H 1.559 1.128 1.025
H 0.613 -1.891 0.979
H -1.987 -0.444 -0.807
H -2.396 0.716 0.532
H 0.621 0.046 -1.735
*
```

Output
**HOMO**: -7.9 eV
**LUMO energy**: 0.6 eV
**Calculated total energy**: -306.3268 a.u.
**Frontier orbital gap**: 8.53 eV

[8]
The following is a quantum chemistry calculation of a 2-piece molecular cluster, C2H4NO2 overall in a non-equilibrium geometry, from the Open Molecules 2025 dataset.

Structure (ORCA input):
```
! wB97M-V def2-TZVPD RIJCOSX def2/J DEFGRID3
* xyz 1 1
C -0.939 -1.215 -3.156
C 0.823 -0.726 0.348
N 0.004 0.348 -0.080
O -1.230 -2.143 -3.709
O -0.389 -0.400 -2.610
H 0.304 -1.251 1.205
H 0.505 1.168 0.296
H -0.933 0.486 0.271
H 0.087 0.588 -1.105
*
```

Output
**HOMO (spin up / spin down)**: -15.9 / -15.9 eV
**LUMO energy (spin up / spin down)**: -6.8 / -6.8 eV
**Calculated total energy**: -283.4305 a.u.
**Frontier orbital gap (spin up / spin down)**: 9.12 / 9.13 eV

[9]
The following is a quantum chemistry calculation of C29H25Cl3N3NiOS2 as an isolated structure in a non-equilibrium geometry, from the Open Molecules 2025 dataset.

Structure (ORCA input):
```
! wB97M-V def2-TZVPD RIJCOSX def2/J DEFGRID3
* xyz 1 1
Ni 1.189 0.988 -0.600
S 3.279 -1.681 0.806
C 3.334 -0.069 1.200
N 3.533 0.440 2.418
C 3.495 1.877 2.684
C 4.841 2.639 2.621
N 5.091 3.487 1.468
C 3.489 1.473 -0.937
C 3.834 2.115 -2.169
C 4.733 3.183 -2.146
C 5.140 3.755 -3.340
C 4.658 3.265 -4.547
C 3.777 2.190 -4.568
C 3.364 1.609 -3.382
C 3.202 0.850 0.072
S 0.163 2.705 -0.136
C 3.721 -0.475 3.558
C 5.159 -0.859 3.820
C 6.018 0.035 4.454
C 7.337 -0.309 4.704
C 7.806 -1.563 4.334
C 6.950 -2.468 3.728
C 5.631 -2.118 3.471
H 3.069 1.990 3.682
H 2.777 2.322 1.992
H 5.667 1.927 2.552
H 4.974 3.173 3.573
H 4.091 5.716 1.983
H 1.810 4.805 -1.053
H 5.133 3.520 -1.196
H 5.847 4.574 -3.330
H 4.978 3.714 -5.478
H 3.418 1.803 -5.512
H 2.697 0.755 -3.388
H 3.124 -1.363 3.356
H 3.308 0.030 4.432
H 5.650 1.001 4.781
H 7.994 0.393 5.200
H 8.834 -1.837 4.533
H 7.307 -3.452 3.452
H 4.965 -2.822 2.991
Cl 1.222 4.886 -5.935
C 0.972 4.244 -4.360
C 0.189 3.111 -4.212
C -0.017 2.592 -2.944
Cl -1.002 1.189 -2.836
C 0.560 3.190 -1.820
O -1.301 2.635 -0.001
C 1.366 4.313 -2.017
Cl 3.891 4.619 1.260
C 1.567 4.850 -3.270
H -0.261 2.634 -5.071
H 2.180 5.730 -3.401
C -1.634 -2.508 0.488
C -0.527 -2.589 -0.342
C 0.222 -1.451 -0.555
N -0.082 -0.269 0.009
C -1.160 -0.187 0.795
C -1.949 -1.288 1.064
H -2.243 -3.381 0.678
H -0.238 -3.513 -0.820
H 1.105 -1.482 -1.184
H -1.407 0.786 1.197
H -2.806 -1.175 1.712
*
```

Output
**HOMO (spin up / spin down)**: -11.0 / -11.0 eV
**LUMO energy (spin up / spin down)**: -4.3 / -4.3 eV
**Calculated total energy**: -5044.4021 a.u.
**Frontier orbital gap (spin up / spin down)**: 6.66 / 6.62 eV

[10]
The following is a quantum chemistry calculation of a 2-piece molecular cluster, C4H16N4O overall in a non-equilibrium geometry, from the Open Molecules 2025 dataset.

Structure (ORCA input):
```
! wB97M-V def2-TZVPD RIJCOSX def2/J DEFGRID3
* xyz 0 1
C 1.065 1.913 0.379
N 0.856 0.671 -0.357
C 1.287 0.759 -1.740
N 1.484 -0.507 0.255
N 2.839 -0.263 0.563
O 0.770 -0.788 1.440
H 2.085 2.300 0.274
H 0.858 1.714 1.432
H 0.371 2.666 0.005
H 1.119 -0.207 -2.213
H 0.695 1.522 -2.247
H 2.349 1.017 -1.826
H 2.916 0.184 1.479
H 3.292 -1.169 0.619
H -0.304 -0.919 1.067
C -2.667 -0.086 0.865
N -1.516 -0.715 0.239
C -1.861 -1.851 -0.603
H -3.416 0.248 0.134
H -2.334 0.773 1.446
H -3.154 -0.800 1.533
H -0.906 0.001 -0.303
H -0.948 -2.243 -1.049
H -2.566 -1.588 -1.403
H -2.314 -2.633 0.011
*
```

Output
**SMILES**: CN(C)N(N)O.CNC
**HOMO**: -8.2 eV
**LUMO energy**: 0.9 eV
**Calculated total energy**: -456.1264 a.u.
**Frontier orbital gap**: 9.07 eV

[11]
The following is a quantum chemistry calculation of C7H13N as an isolated structure in a non-equilibrium geometry, from the Open Molecules 2025 dataset.

Structure (ORCA input):
```
! wB97M-V def2-TZVPD RIJCOSX def2/J DEFGRID3
* xyz 0 1
C -0.660 0.006 -2.192
C -0.632 -1.021 -1.018
C 0.006 -0.560 0.364
C 0.780 -1.708 0.842
C 0.358 0.844 0.525
C 0.161 1.435 1.848
C 0.991 1.602 -0.321
H -0.553 0.911 -1.618
H -1.859 -0.023 -2.667
H 0.049 -0.354 -3.133
H -0.861 -2.182 -1.393
H -2.082 -0.166 -0.138
H 0.015 -2.669 0.887
H 1.739 -2.062 0.337
H 1.111 -1.560 1.999
H 0.353 0.408 2.544
H 0.944 2.158 2.314
H -0.958 2.071 2.221
H 1.288 2.567 -0.222
H 1.280 1.223 -1.274
N -1.468 -0.919 0.094
*
```

Output
**HOMO**: -8.9 eV
**LUMO energy**: 1.0 eV
**Calculated total energy**: -329.0430 a.u.
**Frontier orbital gap**: 9.83 eV